This record from the OMol25 dataset describes C4H3N3O2 in the gas phase. The level of theory is ωB97M-V/def2-TZVPD.

- SMILES = C1=NOc2conc2N1
- frontier orbital gap (eV) = 9.20
- charge = 0
- ΔE to the lowest compared entry with this formula, charge and spin (eV) = 3.3023
- lowest unoccupied orbital energy (Ha) = 0.0214

Each line ends with the natural charge from an NBO analysis.
Positions of all 12 atoms, in Å:
C  -2.1046  0.5227  -0.0131  0.20
N  -2.0954  -0.7491  -0.1343  -0.13
O  -0.8158  -1.4574  0.0201  -0.36
C  0.3490  -0.7606  0.1562  0.11
C  1.6439  -1.0133  -0.0019  0.09
O  2.3065  0.1301  -0.0786  -0.29
N  1.4497  1.2551  -0.0987  -0.15
C  0.2619  0.6552  0.1144  0.27
N  -0.9237  1.3215  0.1124  -0.61
H  -3.0290  1.0994  -0.2201  0.22
H  2.1790  -1.9881  0.0059  0.22
H  -0.9909  2.2916  -0.0066  0.42

Atoms 1-2, force components in eV/Å:
1.89 0.68 -0.92
0.44 0.20 0.47